--- 1 ---
Entry from OMol25: a single C6H6O molecule (ωB97M-V/def2-TZVPD).

Results
* gap between HOMO and LUMO: 9.46 eV
* SMILES: Oc1ccccc1
* LUMO energy: 0.88 eV
* HOMO energy: -0.31530 Eh

```
13
C6H6O (ωB97M-V/def2-TZVPD)
O -0.52 2.05 1.26
C 0.56 -0.11 1.13
C -0.21 1.01 -0.86
C -0.04 -1.37 -0.82
C -0.12 0.95 0.52
C -0.35 -0.21 -1.52
C 0.64 -1.28 0.39
H -0.62 1.96 -1.21
H 1.09 0.08 2.05
H -0.53 -0.25 -2.59
H -0.25 -2.33 -1.27
H 1.10 -2.17 0.79
H -0.74 1.66 2.12
```

***

--- 2 ---
Entry from OMol25: a single C6H6O molecule (ωB97M-V/def2-TZVPD).

Results
* gap between HOMO and LUMO: 8.63 eV
* SMILES: C=c1ccc(=C)o1
* LUMO energy: 0.38 eV
* HOMO energy: -0.30335 Eh

```
13
C6H6O (ωB97M-V/def2-TZVPD)
O 0.04 -1.03 -0.08
C -0.53 1.10 0.00
C 0.77 1.15 -0.17
C 2.40 -0.72 0.05
C -1.15 -0.22 0.12
C -2.36 -0.60 0.00
C 1.17 -0.24 -0.06
H 3.11 0.04 0.19
H -3.19 0.09 -0.13
H -2.74 -1.69 -0.09
H -1.17 1.84 0.06
H 1.24 2.16 0.19
H 2.41 -1.88 -0.08
```

***

--- 3 ---
Entry from OMol25: a single C6H6O molecule (ωB97M-V/def2-TZVPD).

Results
* gap between HOMO and LUMO: 8.84 eV
* LUMO energy: 0.56 eV
* HOMO energy: -0.30408 Eh

```
13
C6H6O (ωB97M-V/def2-TZVPD)
O -1.70 0.22 -0.40
C 0.06 0.16 1.11
C -0.01 -1.26 0.29
C 0.83 0.94 -1.03
C -0.71 -0.69 -0.89
C -1.36 0.67 0.80
C 0.85 1.11 0.24
H 1.39 1.97 0.62
H 0.12 0.14 2.27
H -0.96 -1.12 -1.86
H 0.99 -1.71 0.01
H -0.74 -1.80 0.86
H 1.24 1.37 -2.01
```

***

Which is most stable, and by how much? 1, by 2.506 eV.

***

--- 1 ---
Entry from OMol25: a single C6H6O molecule (ωB97M-V/def2-TZVPD).

Results
* gap between HOMO and LUMO: 8.60 eV
* SMILES: C=C=C1C=COC1
* LUMO energy: 0.43 eV
* HOMO energy: -0.30008 Eh

```
13
C6H6O (ωB97M-V/def2-TZVPD)
O -1.69 -0.54 -0.22
C 0.51 -0.17 -0.75
C 1.53 -0.25 0.07
C -1.35 0.77 -0.17
C -0.56 -1.24 -0.76
C 1.64 0.06 1.34
C -0.17 1.12 -0.71
H -0.81 -1.60 -1.76
H 0.28 2.10 -0.62
H -2.13 1.44 0.10
H 0.58 0.43 1.63
H 2.54 0.00 1.97
H -0.37 -2.12 -0.12
```

***

--- 2 ---
Entry from OMol25: a single C6H6O molecule (ωB97M-V/def2-TZVPD).

Results
* gap between HOMO and LUMO (spin up / spin down): 6.77 / 6.76 eV
* LUMO energy (spin up / spin down): 0.37 / 0.37 eV
* HOMO energy (spin up / spin down): -0.23501 / -0.23500 Eh

```
13
C6H6O (ωB97M-V/def2-TZVPD)
O -1.42 -1.19 0.54
C -0.19 -1.30 -0.35
C 0.36 0.09 -0.35
C -1.66 0.06 0.75
C 2.92 0.64 -0.19
C -0.69 0.92 0.13
C 1.73 0.40 -0.27
H -0.65 -1.65 -1.29
H 0.47 -2.08 0.04
H 3.96 0.85 -0.08
H -2.55 0.34 1.32
H -0.57 1.95 0.45
H -1.72 0.92 -0.57
```

***

Which is most stable, and by how much? 1, by 1.331 eV.

***

--- 1 ---
Entry from OMol25: 6 unconnected molecules or ions with the total composition C24H66N6O6 (ωB97M-V/def2-TZVPD).

Results
* gap between HOMO and LUMO: 9.69 eV
* SMILES: COC[C@H](C)N.COC[C@H](C)N.COC[C@H](C)N.COC[C@H](C)N.COC[C@H](C)N.COC[C@H](C)N
* LUMO energy: 0.58 eV
* HOMO energy: -0.33469 Eh

```
102
C24H66N6O6 (ωB97M-V/def2-TZVPD)
O -31.75 17.20 -15.81
O -36.03 23.27 -2.33
O -35.69 12.90 -6.19
O -39.37 22.04 -18.68
O -34.10 19.81 -9.00
O -25.50 25.94 -10.50
N -27.99 17.18 -16.27
N -33.74 19.39 -6.25
N -26.02 25.59 -6.82
N -38.58 12.44 -7.34
N -43.14 21.53 -17.99
N -34.54 25.12 0.60
C -38.31 14.73 -6.30
C -40.59 21.41 -18.08
C -31.32 19.27 -6.46
C -37.77 13.67 -7.37
C -41.96 23.64 -17.90
C -36.03 23.97 -1.12
C -25.28 23.89 -8.31
C -29.19 18.95 -15.13
C -26.32 26.26 -11.60
C -32.82 19.45 -8.52
C -25.37 25.40 -8.12
C -33.83 22.89 -0.22
C -37.28 23.25 -3.09
C -34.49 12.15 -6.40
C -36.29 13.46 -7.36
C -39.37 22.12 -20.04
C -30.47 17.13 -16.50
C -26.11 26.19 -9.19
C -34.59 24.19 -0.55
C -34.33 19.44 -10.37
C -41.89 22.16 -18.40
C -32.63 19.88 -7.02
C -29.28 17.48 -15.57
C -32.89 17.05 -16.64
H -34.64 11.13 -6.76
H -38.02 22.68 -2.52
H -27.15 25.56 -11.74
H -42.10 23.78 -16.83
H -31.98 19.80 -9.11
H -24.98 23.30 -7.44
H -32.99 15.99 -16.87
H -35.98 12.87 -8.22
H -26.24 23.46 -8.58
H -40.42 21.45 -17.01
H -35.25 19.91 -10.71
H -25.88 26.03 -12.57
H -27.02 25.57 -6.92
H -24.34 25.76 -8.04
H -32.79 18.36 -8.57
H -34.00 11.98 -5.43
H -27.99 16.22 -16.57
H -26.69 27.28 -11.52
H -26.19 27.24 -8.93
H -24.62 23.62 -9.13
H -38.35 11.95 -6.49
H -38.10 15.78 -6.47
H -35.95 14.48 -7.54
H -30.45 17.86 -17.32
H -34.40 22.13 0.32
H -27.13 25.80 -9.19
H -30.39 19.62 -6.92
H -34.08 24.62 -1.41
H -33.97 12.76 -7.14
H -30.14 19.28 -14.71
H -33.49 19.84 -10.94
H -25.80 24.69 -6.43
H -36.37 24.98 -1.36
H -41.92 22.15 -19.49
H -35.14 24.79 1.35
H -32.88 23.22 0.20
H -41.14 24.23 -18.30
H -28.99 19.55 -16.02
H -33.80 17.33 -16.12
H -33.51 22.43 -1.16
H -40.04 22.89 -20.42
H -33.62 25.25 0.99
H -42.87 24.10 -18.28
H -39.40 14.70 -6.32
H -42.94 21.37 -17.01
H -38.37 22.42 -20.37
H -37.69 24.14 -3.56
H -31.21 19.72 -5.48
H -39.68 21.18 -20.50
H -34.38 19.14 -7.00
H -39.57 12.51 -7.18
H -34.19 20.07 -5.66
H -29.50 16.95 -14.64
H -34.37 18.37 -10.57
H -31.33 18.18 -6.44
H -28.36 19.11 -14.44
H -32.55 20.96 -6.92
H -32.80 17.64 -17.56
H -40.56 20.41 -18.51
H -43.16 20.60 -18.38
H -38.11 14.40 -5.28
H -37.15 22.63 -3.98
H -27.16 17.23 -15.69
H -36.66 23.40 -0.44
H -30.45 16.15 -16.97
H -38.10 14.15 -8.29
```

***

--- 2 ---
Entry from OMol25: 6 unconnected molecules or ions with the total composition C24H66N6O6 (ωB97M-V/def2-TZVPD).

Results
* gap between HOMO and LUMO: 9.76 eV
* SMILES: COC[C@H](C)N.COC[C@H](C)N.COC[C@H](C)N.COC[C@H](C)N.COC[C@H](C)N.COC[C@H](C)N
* LUMO energy: 0.61 eV
* HOMO energy: -0.33625 Eh

```
102
C24H66N6O6 (ωB97M-V/def2-TZVPD)
O 7.77 -23.15 8.65
O 7.14 -16.60 11.37
O 0.65 -24.35 12.16
O 6.75 -25.61 11.44
O 4.02 -20.51 14.41
O 6.19 -18.56 19.12
N 3.90 -18.36 11.41
N 0.97 -25.89 9.73
N 2.55 -19.03 19.44
N 2.17 -19.55 16.34
N 5.74 -22.34 10.43
N 3.71 -24.26 12.06
C -0.17 -25.02 10.02
C 4.76 -21.06 13.36
C 7.01 -18.33 18.00
C 5.50 -22.61 8.97
C 5.80 -16.86 11.71
C 4.91 -19.07 18.76
C 9.04 -22.83 8.13
C 2.19 -20.95 15.90
C 4.47 -25.59 14.04
C 6.75 -22.26 8.24
C 5.08 -17.58 9.43
C 7.37 -26.45 10.51
C -1.40 -25.58 9.32
C 0.80 -21.57 16.00
C 0.76 -24.79 13.49
C 3.97 -18.81 19.91
C 4.85 -24.96 12.70
C 4.17 -19.77 21.07
C 2.75 -21.13 14.51
C 8.06 -17.28 12.18
C 5.22 -18.01 10.88
C 4.31 -21.76 8.54
C 5.40 -25.96 11.71
C -0.47 -24.88 11.49
H 0.74 -26.86 9.94
H -1.16 -25.88 8.30
H 0.10 -21.00 15.37
H 7.06 -27.50 10.62
H 3.91 -18.31 12.43
H 3.26 -23.57 12.65
H 9.15 -23.20 7.10
H 5.10 -22.08 13.58
H 3.74 -19.35 11.25
H 3.47 -19.57 21.88
H 5.15 -19.71 21.54
H -0.72 -25.87 11.90
H 7.03 -21.23 8.51
H 2.80 -21.54 16.60
H 4.20 -21.07 12.42
H 9.79 -23.29 8.77
H -1.33 -24.20 11.61
H -1.81 -26.44 9.86
H 4.82 -25.97 10.78
H 3.61 -26.26 13.92
H 4.12 -24.83 14.74
H 8.08 -16.86 13.19
H -0.17 -24.65 14.04
H 5.67 -20.51 13.10
H 9.05 -17.21 11.74
H 4.96 -20.15 18.56
H 4.48 -20.71 8.79
H 2.07 -20.67 13.79
H 2.86 -22.20 14.30
H 8.00 -18.07 18.36
H 1.56 -24.23 13.98
H 1.07 -25.84 13.55
H 9.21 -21.75 8.12
H 8.44 -26.45 10.69
H 6.59 -22.87 10.63
H 4.57 -18.51 17.88
H 4.13 -21.82 7.46
H -2.19 -24.83 9.23
H 5.03 -22.91 10.90
H 1.99 -18.72 20.22
H 0.05 -24.06 9.55
H 6.65 -17.45 17.45
H 6.05 -17.48 8.93
H 5.72 -17.10 12.79
H 1.74 -25.62 10.34
H 2.72 -19.01 15.68
H 5.23 -15.94 11.54
H 3.00 -24.94 11.81
H 5.59 -24.17 12.90
H 4.58 -16.61 9.38
H 7.78 -18.34 12.32
H 5.95 -18.82 10.98
H 2.35 -18.36 18.70
H 3.41 -22.08 9.07
H 4.00 -20.79 20.74
H 0.77 -22.62 15.73
H 5.34 -26.13 14.43
H 5.40 -26.96 12.17
H 7.09 -19.19 17.33
H 4.48 -18.29 8.86
H 0.41 -21.44 17.01
H 5.25 -23.67 8.85
H 7.13 -26.14 9.49
H 2.73 -19.46 17.18
H 6.62 -22.30 7.15
H 4.06 -17.77 20.25
```

***

Which is most stable, and by how much? 2, by 3.482 eV.

***

--- 1 ---
Entry from OMol25: a single C2H6N4O2 molecule (ωB97M-V/def2-TZVPD).

Results
* gap between HOMO and LUMO: 10.46 eV
* SMILES: [H]/N=C(/NN)O/C=N\O
* LUMO energy: 0.85 eV
* HOMO energy: -0.35289 Eh

```
14
C2H6N4O2 (ωB97M-V/def2-TZVPD)
O -2.42 0.54 0.84
O -0.26 -0.59 0.00
N 1.65 0.40 0.58
N 0.07 1.67 -0.63
N 2.24 -0.79 0.20
N -2.57 -0.52 -0.08
C -1.44 -0.95 -0.47
C 0.43 0.59 -0.12
H -0.82 1.52 -1.09
H 2.66 -1.21 1.02
H 2.28 1.18 0.32
H -3.31 0.60 1.25
H 2.97 -0.74 -0.53
H -1.47 -1.68 -1.30
```

***

--- 2 ---
Entry from OMol25: a single C2H6N4O2 molecule (ωB97M-V/def2-TZVPD).

Results
* gap between HOMO and LUMO: 9.68 eV
* SMILES: N/N=C/NO/C=N/O
* LUMO energy: 0.86 eV
* HOMO energy: -0.32408 Eh

```
14
C2H6N4O2 (ωB97M-V/def2-TZVPD)
O -0.23 3.08 -1.95
O 1.18 0.58 0.03
N -1.62 -1.71 1.63
N 1.23 -0.75 -0.39
N -0.68 -0.98 0.79
N 0.42 2.55 -0.79
C 0.32 -1.56 0.34
C 0.56 1.29 -0.91
H 0.50 -2.65 0.33
H -0.73 4.02 -1.41
H -1.17 -2.44 2.24
H -2.11 -1.00 2.15
H 0.12 0.68 -1.74
H 2.20 -1.11 -0.32
```

***

--- 3 ---
Entry from OMol25: a single C2H6N4O2 molecule (ωB97M-V/def2-TZVPD).

Results
* gap between HOMO and LUMO: 10.26 eV
* SMILES: [H]/N=C(\N)O/N=C\NO
* LUMO energy: 0.31 eV
* HOMO energy: -0.36584 Eh

```
14
C2H6N4O2 (ωB97M-V/def2-TZVPD)
O 0.68 1.27 0.23
O -2.29 -1.03 0.08
N 2.33 -0.16 0.41
N -0.54 1.59 -0.53
N -1.95 0.18 0.88
N 0.34 -0.85 -0.76
C -1.66 1.10 -0.21
C 1.09 0.03 -0.09
H 1.06 -1.63 -0.86
H -1.35 -1.02 -0.51
H 3.01 0.65 0.66
H -2.57 1.21 -0.89
H 2.85 -1.13 0.35
H -1.00 -0.21 1.23
```

***

--- 4 ---
Entry from OMol25: a single C2H6N4O2 molecule (ωB97M-V/def2-TZVPD).

Results
* gap between HOMO and LUMO: 8.96 eV
* SMILES: C=NO/C(=N\O)NN
* LUMO energy: 0.77 eV
* HOMO energy: -0.30100 Eh

```
14
C2H6N4O2 (ωB97M-V/def2-TZVPD)
O 0.41 -2.95 -0.63
O 0.90 -0.44 0.24
N -0.27 -1.87 -1.37
N -0.56 0.60 -1.25
N -0.08 0.18 1.25
N -0.26 1.94 -0.74
C 0.01 -0.64 -0.84
C 0.67 0.41 2.31
H -1.34 0.60 -1.96
H 0.17 0.84 3.21
H -1.07 2.31 0.02
H -0.13 -3.72 -1.27
H 1.56 -0.08 2.50
H -0.02 2.82 -1.48
```

***

Which is most stable, and by how much? 1, by 1.434 eV.